## w
This record from the Open Molecules 2025 dataset describes a gas-phase ion, C7H12 (charge +1). The level of theory is ωB97M-V with the def2-TZVPD basis set.

```
19
Properties=species:S:1:pos:R:3
C -0.466 -0.441 -0.234
H -0.003 -1.394 2.230
C -0.353 -0.368 2.323
H -0.881 -2.302 -1.181
C -0.670 -1.885 -0.190
H -1.357 1.017 1.035
H 2.285 0.767 -1.338
H -0.245 2.426 -1.790
C 1.682 1.615 -1.628
H -0.310 -0.340 -2.417
C -0.224 0.191 -1.469
C -0.452 0.399 0.985
H 2.241 2.515 -1.844
H -1.307 -0.377 2.852
H 0.362 -2.270 -0.055
H 0.335 0.138 2.988
C 0.359 1.530 -1.676
H -1.382 -2.315 0.510
H 0.386 1.096 0.897
```

Net charge: +1
2S+1: 2
⟨S²⟩: 0.75
Orbital gap (alpha / beta) (eV): 10.297 / 6.786

natural (NBO) population analysis, charges in e, atoms 1 to 5: number 1, C, carries 0.324; number 2, H, carries 0.220; number 3, C, carries -0.619; number 4, H, carries 0.261; number 5, C, carries -0.716

=====

## x
This record from the Open Molecules 2025 dataset describes 2 unconnected molecules or ions with the total composition C7H12. The level of theory is ωB97M-V with the def2-TZVPD basis set.

```
19
Properties=species:S:1:pos:R:3
C -2.403 -0.215 -0.421
H 0.542 -1.677 0.784
C 0.217 0.138 -1.037
H 3.010 -1.538 0.434
C 1.254 0.993 -0.129
H 0.782 -0.546 -1.601
H 2.594 -0.754 -1.221
H 0.716 1.991 0.080
C -2.527 0.949 0.766
H 4.226 -0.441 -0.493
H -2.752 1.989 0.440
C -1.199 0.184 -1.231
C 2.494 0.689 0.342
H -3.343 0.576 1.470
H -2.515 -1.182 0.195
H 0.846 -1.370 1.379
H -3.468 -0.207 -0.893
H -1.613 0.988 1.343
C 3.138 -0.568 -0.206
```

Net charge: +1
2S+1: 2
⟨S²⟩: 0.78
Orbital gap (alpha / beta) (eV): 7.667 / 7.214

natural (NBO) population analysis, charges in e, atoms 1 to 5: number 1, C, carries -0.588; number 2, H, carries -0.027; number 3, C, carries -0.173; number 4, H, carries 0.272; number 5, C, carries -0.400

=====

w wins, 146.6 kcal/mol ahead of the next structure.

=====

## w
This record from the Open Molecules 2025 dataset describes a single CH4O2S molecule. The level of theory is ωB97M-V with the def2-TZVPD basis set.

```
8
Properties=species:S:1:pos:R:3
H 0.921 2.415 0.110
H -0.818 -1.054 0.815
O 0.309 1.676 0.082
H -1.523 0.133 -0.194
O 1.773 -0.749 0.448
C -0.753 -0.730 -0.116
S 0.890 0.017 -0.369
H -0.799 -1.709 -0.776
```

Net charge: 0
2S+1: 1
Orbital gap (eV): 10.081

natural (NBO) population analysis, charges in e, atoms 1 to 5: number 1, H, carries 0.495; number 2, H, carries 0.222; number 3, O, carries -0.950; number 4, H, carries 0.262; number 5, O, carries -0.905

=====

## x
This record from the Open Molecules 2025 dataset describes 2 unconnected molecules or ions with the total composition CH4O2S. The level of theory is ωB97M-V with the def2-TZVPD basis set.

```
8
Properties=species:S:1:pos:R:3
H -0.127 -1.340 -0.481
C 1.650 -0.750 -0.265
H -1.186 2.271 0.060
O 0.721 -1.477 -0.923
H -2.658 1.579 0.913
O 1.443 -0.094 0.703
H 2.598 -0.767 -0.811
S -1.650 1.009 0.212
```

Structure (SMILES): O=CO.S
Net charge: 0
2S+1: 1
Orbital gap (eV): 10.451

natural (NBO) population analysis, charges in e, atoms 1 to 5: number 1, H, carries 0.495; number 2, C, carries 0.646; number 3, H, carries 0.155; number 4, O, carries -0.685; number 5, H, carries 0.151

=====

x wins, 41.9 kcal/mol ahead of the next structure.

=====

## w
This record from the Open Molecules 2025 dataset describes a single C5H5NOS molecule. The level of theory is ωB97M-V with the def2-TZVPD basis set.

```
13
Properties=species:S:1:pos:R:3
H 2.564 -0.652 -0.993
C -0.877 -0.452 -0.549
C -0.373 0.137 1.799
H -1.425 0.069 -1.194
H -1.579 -1.109 0.054
H 0.138 -2.000 -1.910
C 1.486 -0.501 -0.836
H -0.106 2.626 1.197
N -0.511 -0.310 2.855
C -0.120 0.482 0.435
C 0.366 -1.110 -1.240
S -0.813 2.324 0.189
O 1.250 0.496 0.193
```

Structure (SMILES): N#C[C@]1(S)CC=CO1
Net charge: 0
2S+1: 1
Orbital gap (eV): 10.111

natural (NBO) population analysis, charges in e, atoms 1 to 5: number 1, H, carries 0.229; number 2, C, carries -0.428; number 3, C, carries 0.222; number 4, H, carries 0.217; number 5, H, carries 0.239

=====

## x
This record from the Open Molecules 2025 dataset describes a single C5H5NOS molecule. The level of theory is ωB97M-V with the def2-TZVPD basis set.

```
13
Properties=species:S:1:pos:R:3
H 1.211 1.737 -1.318
H 2.885 0.813 0.927
C -1.381 -0.908 0.870
N -0.384 -1.005 1.908
C 0.704 -0.392 1.591
C -0.828 -0.238 -0.107
H -1.846 1.135 -2.189
H 1.420 -0.383 2.493
C 0.655 0.143 0.144
S -1.450 -0.311 -1.778
C 1.407 1.156 -0.376
H -2.466 -1.381 0.895
O 2.667 1.439 0.194
```

Structure (SMILES): O/C=C1\C=NC=C1S
Net charge: 0
2S+1: 1
Orbital gap (eV): 8.732

natural (NBO) population analysis, charges in e, atoms 1 to 5: number 1, H, carries 0.222; number 2, H, carries 0.493; number 3, C, carries -0.050; number 4, N, carries -0.425; number 5, C, carries 0.037

=====

w wins, 17.9 kcal/mol ahead of the next structure.

=====

## w
This record from the Open Molecules 2025 dataset describes a molecular structure, C5H5NOS. The level of theory is ωB97M-V with the def2-TZVPD basis set.

```
13
Properties=species:S:1:pos:R:3
S -1.619 0.147 -1.115
C -1.959 0.021 0.601
C 1.299 0.237 -0.733
C 0.021 0.984 -1.118
H -2.287 -0.971 0.926
H 2.122 0.533 -1.381
C -0.320 -0.659 1.531
H 1.132 -2.190 1.384
H -0.061 1.871 -0.486
H 0.117 1.308 -2.153
N 1.626 -0.569 0.171
C 0.788 -1.217 1.084
O -0.859 0.505 1.289
```

Net charge: 0
2S+1: 1
Orbital gap (alpha / beta) (eV): 7.670 / 8.082

natural (NBO) population analysis, charges in e, atoms 1 to 5: number 1, S, carries 0.275; number 2, C, carries -0.094; number 3, C, carries 0.126; number 4, C, carries -0.614; number 5, H, carries 0.203

=====

## x
This record from the Open Molecules 2025 dataset describes a molecular structure, C5H5NOS. The level of theory is ωB97M-V with the def2-TZVPD basis set.

```
13
Properties=species:S:1:pos:R:3
C -0.890 -0.641 1.478
C -2.395 -0.843 -0.324
O -0.422 -0.740 2.594
H -2.904 -1.559 1.634
H -3.247 -1.064 -0.936
C 1.595 0.499 0.327
C -2.200 -1.079 0.984
H 1.474 0.812 -1.740
H 1.916 0.431 1.342
N -0.262 -0.054 0.421
C 2.049 0.840 -0.832
H 3.080 1.166 -0.915
S -1.043 -0.055 -1.045
```

Net charge: 0
2S+1: 1
Orbital gap (eV): 8.814

natural (NBO) population analysis, charges in e, atoms 1 to 5: number 1, C, carries 0.578; number 2, C, carries -0.358; number 3, O, carries -0.636; number 4, H, carries 0.236; number 5, H, carries 0.239

=====

x wins, 75.2 kcal/mol ahead of the next structure.